C4H14N3O as an isolated structure. Source: OMol25; level of theory: the ωB97M-V functional and the def2-TZVPD basis.

Structure (XYZ):
```
22
Properties=species:S:1:pos:R:3:mulliken_charge:R:1
C 2.131 0.451 0.159 -0.301
C 1.357 -0.308 1.232 -0.797
C -0.157 -0.521 0.961 -0.420
N -2.855 -0.158 0.206 -0.505
C -1.905 -0.813 -0.677 -0.495
N -0.521 -0.469 -0.446 -0.327
N 2.659 -0.429 -0.885 -0.615
H 2.960 0.918 0.698 0.373
H 1.526 1.244 -0.271 0.240
H 1.775 -1.256 1.567 0.419
H 1.416 0.352 2.103 0.306
H -0.506 -1.490 1.342 0.500
H -0.733 0.247 1.488 0.232
H -2.202 -0.659 -1.722 0.321
H -1.962 -1.911 -0.565 0.309
H -0.520 0.868 -0.671 0.318
H -3.771 -0.086 -0.230 0.229
H 3.293 0.047 -1.491 0.198
H 1.906 -0.975 -1.274 0.210
H -2.583 0.756 0.525 0.245
H -0.618 2.273 -1.470 0.267
O -0.690 1.920 -0.577 -0.708
```

The value obtained for the LUMO energy (spin up / spin down) is 0.9472 / -1.3464 eV. The total energy comes out at -10890.1561 eV. The energy above the lowest of the compared OMol25 structures with the same formula, charge and spin comes out at 0.858 eV. The HOMO-LUMO gap (spin up / spin down) comes out at 9.64 / 7.34 eV. As for the spin multiplicity: 2. The molar mass comes out at 120.18 g/mol.

***

A 2-piece molecular cluster, C4H14N3O overall. Source: OMol25; level of theory: the ωB97M-V functional and the def2-TZVPD basis.

Structure (XYZ):
```
22
Properties=species:S:1:pos:R:3:mulliken_charge:R:1
O -2.923 2.066 -0.791 -0.427
C -1.905 2.534 -0.385 0.053
C -0.644 1.733 -0.187 -0.501
N -0.825 0.306 -0.540 -0.256
H -1.801 3.585 -0.066 0.355
H 0.184 2.148 -0.759 0.372
H -0.369 1.832 0.866 0.305
H -0.184 -0.319 0.148 0.338
H -1.821 0.073 -0.534 0.395
H -0.493 0.111 -1.484 0.395
C 2.251 -0.193 0.609 -0.981
N 1.037 -0.935 1.085 -0.504
C 1.161 -2.390 0.790 -0.687
N 1.025 -2.746 -0.615 -0.511
H 2.423 0.668 1.247 0.373
H 3.121 -0.845 0.715 0.398
H 2.102 0.072 -0.433 0.296
H 1.067 -0.884 2.100 0.243
H 0.351 -2.905 1.300 0.400
H 2.120 -2.771 1.145 0.451
H 0.104 -2.486 -0.952 0.222
H 1.730 -2.321 -1.201 0.269
```

The value obtained for the LUMO energy is -3.2030 eV. The total energy comes out at -10885.9089 eV. The energy above the lowest of the compared OMol25 structures with the same formula, charge and spin comes out at 2.252 eV. The HOMO-LUMO gap comes out at 10.48 eV. The molar mass comes out at 120.18 g/mol. As for the net charge: +1.

***

An isolated ion of composition C4H14N4 and charge +2. Source: OMol25; level of theory: the ωB97M-V functional and the def2-TZVPD basis.

Structure (XYZ):
```
22
Properties=species:S:1:pos:R:3:mulliken_charge:R:1
C 0.826 -1.198 0.138 -1.001
C 2.246 0.515 0.348 -0.788
C 0.031 0.127 -0.415 -0.094
C -1.437 -0.037 0.380 -0.282
N 1.027 1.225 -0.004 -0.321
N -1.940 -1.249 0.114 -0.423
N 2.269 -0.873 -0.186 -0.044
N -2.286 1.289 -0.154 -0.404
H 0.696 -1.250 1.195 0.448
H 0.396 -2.071 -0.297 0.472
H 3.111 1.050 0.282 0.522
H 2.186 0.306 1.441 0.397
H -0.111 0.020 -1.569 0.389
H -1.395 0.114 1.451 0.469
H 1.142 1.730 -0.866 0.352
H -2.752 -1.682 0.631 0.293
H -2.054 -1.479 -0.901 0.266
H 2.907 -1.436 0.275 0.293
H 2.439 -0.776 -1.255 0.400
H -2.399 1.372 -1.135 0.327
H -1.727 2.078 0.050 0.350
H -3.217 1.419 0.353 0.380
```

The value obtained for the LUMO energy is -6.5501 eV. The total energy comes out at -10317.5872 eV. The energy above the lowest of the compared OMol25 structures with the same formula, charge and spin comes out at 2.220 eV. The HOMO-LUMO gap comes out at 11.67 eV. The molar mass comes out at 118.18 g/mol. Its SMILES is N[C@H]([NH3+])[C@@H]1C[NH2+]CN1. As for the net charge: +2.